1.
C40H64Ge2N5O2PSSiTi as an isolated structure in a non-equilibrium geometry. Source: the Open Molecules 2025 dataset; level of theory: ωB97M-V with the def2-TZVPD basis set.

Summary:
- multiplicity = 2
- frontier orbital gap (alpha / beta) (eV) = 7.82 / 5.57
- total charge = +1
- <S²> = 0.763
- electronic energy (hartree) = -8019.180027

Structure (XYZ):
```
117
Properties=species:S:1:pos:R:3:forces:R:3:mulliken_spin:R:1
H 3.425 -2.320 5.963 -0.0057 0.0444 -0.0265 0.001
H 5.557 0.746 3.865 -0.0186 -0.0177 0.0069 0.000
H 3.647 1.062 2.363 -0.0317 0.0059 -0.0095 0.000
C 2.380 -1.381 4.338 0.0453 0.0069 -0.0106 0.033
C 4.664 0.149 4.002 -0.0334 -0.0654 0.0396 -0.001
C 3.442 -1.194 -4.894 -0.0524 -0.0017 0.0269 0.001
C -0.159 3.131 4.691 -0.0277 -0.0279 -0.0288 -0.016
N 1.852 0.930 -3.785 0.3451 -0.0333 -0.0281 0.002
H 2.424 4.453 -1.863 0.0261 0.0067 0.0033 0.000
H 4.431 -4.756 -2.237 0.0559 0.0077 0.0548 0.000
H -1.473 3.240 -2.404 0.0092 -0.0574 0.0088 0.000
H -3.138 2.180 -3.274 -0.0237 0.0261 -0.0154 0.000
C -2.564 -0.538 -3.184 -0.0355 0.0694 -0.0629 -0.001
H -2.019 4.194 4.853 0.0231 -0.0283 -0.0158 0.002
H -2.726 -2.735 1.271 -0.0204 0.0526 -0.0013 0.000
H -0.519 -1.986 5.323 -0.1097 0.0190 0.0132 -0.002
H -1.541 -0.625 4.823 -0.0281 -0.0588 0.0262 0.001
H -2.517 -0.093 -2.185 -0.0275 -0.0127 -0.0037 0.000
C 3.470 -1.569 5.182 0.0029 -0.0008 -0.0147 0.009
C -0.378 0.999 -0.547 -0.1372 -0.1913 0.3275 0.023
C 0.530 2.108 4.054 -0.1484 -0.0282 -0.0323 0.016
C -1.324 -1.680 4.653 0.0418 0.1130 0.1871 0.024
O 2.166 1.797 0.393 0.4041 1.7440 1.0550 -0.033
P 0.471 1.533 -3.165 -0.0547 -0.2385 -0.0632 0.005
H -1.139 -1.692 -1.132 0.0025 0.0216 0.0239 0.002
C 1.567 3.968 -3.761 -0.2286 -0.0049 0.0817 -0.001
C -0.275 -2.320 -0.954 0.0034 0.2324 -0.0833 0.000
H 1.402 3.130 1.773 -0.1205 -0.0752 0.1251 0.002
H -3.233 -1.330 2.232 0.0282 -0.0275 -0.0278 0.000
C 3.002 0.411 -3.024 -0.3142 0.1910 -0.3752 0.018
H -2.206 -1.099 0.816 -0.0493 0.0160 -0.0169 -0.002
H 0.453 6.437 -3.103 0.0195 0.0010 0.0348 0.000
H 2.153 -6.717 0.787 0.0723 -0.0249 -0.0348 0.000
H -1.375 2.730 -4.977 0.0264 0.0591 0.0260 0.000
H 1.119 6.530 -1.479 -0.0084 0.0122 -0.0162 0.000
C -1.427 1.620 2.733 0.0450 0.0259 0.0561 0.031
H 4.138 -1.395 -2.844 0.0067 -0.0199 0.0174 -0.005
C 4.147 -4.275 1.752 0.0659 0.1446 0.2074 0.000
H -0.038 4.425 -0.848 -0.0163 -0.0199 0.0379 0.000
C -0.131 -3.785 2.581 0.1505 -0.1062 -0.0584 0.014
C 2.076 3.118 0.924 0.3151 -0.4279 -0.1630 -0.004
H 3.891 1.011 -3.246 -0.0190 0.0814 -0.0514 0.001
H -1.211 -0.927 -4.816 0.0187 -0.0067 -0.0141 0.000
C -2.115 2.643 3.370 0.0499 0.0157 0.0409 -0.019
N 0.432 0.973 -1.652 -0.1216 -0.0634 0.2857 -0.021
H 0.334 3.717 5.458 -0.0308 -0.0237 -0.0344 0.000
N -0.787 0.957 -4.016 -0.4808 -0.2172 0.0087 -0.004
H -1.925 1.051 1.957 0.0240 0.0385 0.0501 0.000
C 2.007 -3.795 -0.407 -0.0630 0.0772 -0.0357 -0.014
Si 3.548 -4.796 0.069 -0.1025 0.0445 -0.0256 0.003
C -0.727 3.922 -2.810 0.2090 -0.0088 0.0731 -0.002
H 5.197 -3.509 -1.229 -0.0131 -0.0751 -0.0416 0.000
N 0.446 3.148 -3.266 0.0355 0.5137 -0.1757 0.002
H -1.209 5.550 -1.516 -0.0050 0.0116 0.0302 0.000
H 1.699 3.786 0.160 -0.0632 0.0927 -0.1862 -0.003
O -1.506 1.384 -0.363 0.1018 -0.0026 -0.3586 0.007
H -1.247 -4.166 -1.394 0.0411 0.0059 0.0121 0.000
C 2.414 -0.425 3.325 0.1103 -0.0245 -0.1980 0.084
C 2.028 0.837 -5.244 0.0652 0.0110 0.1141 0.002
H 3.574 -2.247 -5.146 0.0236 0.0187 -0.0136 0.000
H 2.902 1.436 -5.526 -0.0314 0.0212 -0.0175 0.000
H 1.556 1.901 4.336 0.0067 -0.0138 -0.0010 0.002
H 2.755 -6.970 -0.865 0.0075 0.0158 0.0884 0.000
C -0.327 -3.682 -1.095 0.0336 -0.1792 -0.0530 0.001
C -1.187 -0.454 -3.828 -0.0105 0.2667 -0.1705 0.000
H -3.145 2.853 3.103 0.0496 -0.0125 0.0140 -0.001
H 4.550 -5.139 2.288 -0.0167 0.0716 -0.0124 0.000
C 0.809 5.834 -2.259 -0.0308 -0.0635 0.0014 0.000
H -2.856 -1.586 -3.078 0.0112 0.0081 -0.0102 0.000
H -1.759 1.246 -5.831 0.0164 0.0084 -0.0446 0.000
C -0.332 4.949 -1.759 0.0573 0.0140 -0.0771 0.000
C 0.831 -4.412 -0.820 0.0834 -0.0327 -0.0951 0.000
H -3.663 -0.269 -5.018 -0.0266 0.0130 0.0573 0.000
H 0.699 -3.978 3.264 -0.0476 -0.0051 -0.0402 0.000
C 3.013 -6.576 0.123 -0.0683 -0.2351 -0.0176 0.000
H 2.779 5.617 -3.138 0.0152 0.0024 0.0158 0.000
H -3.833 2.200 -4.896 0.0141 -0.0068 -0.0020 0.000
H 2.396 3.319 -4.027 0.0149 -0.0689 -0.0202 0.000
H 1.239 4.485 -4.670 -0.0125 0.0074 -0.0291 0.000
H 0.804 -5.494 -0.916 -0.0088 0.0815 0.0274 0.000
C 1.994 4.986 -2.716 -0.0347 0.0174 0.0095 0.000
H 1.160 1.266 -5.744 -0.0253 0.0013 0.0263 0.001
N 0.852 -1.688 -0.601 -0.1336 -0.7651 0.1376 0.022
C -2.413 -1.761 1.655 -0.1071 0.0166 -0.0404 0.006
H -0.428 -0.969 -3.243 0.0890 -0.0071 0.0491 0.001
H 1.345 -1.185 -5.405 0.0136 0.0147 -0.0463 0.000
C 3.577 0.330 3.159 0.0014 -0.0176 0.1231 0.026
Ge -0.840 -1.988 2.795 -0.0638 -0.0389 -0.4318 0.083
H -1.164 4.435 -3.673 -0.0249 -0.0016 -0.0334 0.000
C -0.097 1.332 3.070 -0.0767 0.2050 -0.1172 0.060
H -4.570 0.184 -3.581 0.0307 0.0055 -0.0060 0.000
H 3.835 -7.182 0.516 -0.0758 0.0093 -0.0465 0.000
H 2.816 0.559 -1.962 0.2193 -0.0360 -0.0759 0.001
C 1.965 -2.392 -0.323 -0.0377 -0.3246 -0.1702 0.014
H 5.464 -0.947 5.672 -0.0193 0.0073 -0.0236 0.000
H -2.216 -2.272 4.873 0.0440 0.0375 0.0162 0.004
H 3.060 3.457 1.237 0.1224 -0.0222 0.0205 0.001
C 3.258 -1.042 -3.382 -0.0006 -0.0166 -0.0532 -0.001
Ge 0.774 -0.206 2.250 -0.4780 0.1150 1.9423 -0.028
Ti 1.556 0.282 -0.153 0.1558 -0.3477 -1.8007 0.647
C -1.738 1.716 -4.842 0.0801 -0.1945 0.0230 0.000
H 2.396 -0.672 -6.729 0.0115 -0.0112 0.0253 0.000
S 3.307 -1.366 0.149 -0.0081 -0.1767 0.0600 -0.020
H 5.694 -5.201 -1.077 -0.0623 0.0668 -0.0274 0.000
H 3.335 -3.848 2.352 0.0814 -0.0595 -0.0172 0.001
C -3.581 0.220 -4.039 0.0202 -0.0216 0.0004 0.000
C -1.482 3.398 4.352 0.0449 -0.0108 -0.0186 0.035
C -3.139 1.670 -4.241 0.0411 -0.0719 0.0291 0.000
C 2.246 -0.612 -5.649 0.0447 -0.0440 0.0533 -0.001
H 1.497 -1.992 4.484 0.0498 -0.0082 0.0031 -0.009
H 0.211 -3.947 1.558 -0.0592 -0.0211 0.1956 -0.006
H -0.939 -4.488 2.801 0.0646 -0.0130 -0.0141 0.002
H 4.355 -0.672 -5.204 -0.0288 -0.0306 0.0060 0.000
C 4.836 -4.542 -1.244 0.1965 0.0572 -0.1377 0.000
C 4.613 -0.803 5.018 -0.0127 0.0590 -0.0776 0.002
H 2.408 -1.647 -3.052 -0.0118 -0.0137 0.0178 0.002
H 4.930 -3.515 1.683 -0.0842 -0.0713 0.0342 0.000
```
Positions in Å, forces in eV/Å.

---

2.
C3H4N4O as an isolated structure in a non-equilibrium geometry. Source: the Open Molecules 2025 dataset; level of theory: ωB97M-V with the def2-TZVPD basis set.

Summary:
- frontier orbital gap (eV) = 8.76
- electronic energy (hartree) = -410.831712

Structure (XYZ):
```
12
Properties=species:S:1:pos:R:3:forces:R:3:nbo_charge:R:1
N 0.357 -0.359 -2.112 3.4435 -1.7091 1.2201 -0.647
H 0.905 0.644 -2.307 -1.2298 -3.2402 0.8900 0.436
H -0.631 -1.861 1.901 -0.2213 1.7451 -1.1956 0.222
C -0.019 1.133 -0.329 2.7963 0.6207 -1.2047 0.674
H 1.185 -1.436 -1.963 -3.0335 4.5993 -0.6826 0.360
O 0.588 1.869 -1.079 -0.3976 2.1788 -1.0362 -0.623
C -0.587 -0.956 1.191 0.5750 -1.6626 2.0339 -0.104
N -0.231 1.388 0.941 -0.8510 2.0870 1.7092 -0.428
H -0.712 0.542 2.853 0.4735 -0.1199 -3.0022 0.200
N -0.087 -0.147 -0.722 0.8499 -2.1706 -4.5334 -0.063
N -0.239 -1.220 -0.034 -0.9082 -0.0095 1.0264 -0.129
C -0.528 0.404 1.659 -1.4967 -2.3190 4.7750 0.101
```
Positions in Å, forces in eV/Å.

---

3.
C16H16Cl2FNO2SiV as an isolated structure. Source: the Open Molecules 2025 dataset; level of theory: ωB97M-V with the def2-TZVPD basis set.

Summary:
- multiplicity = 3
- frontier orbital gap (alpha / beta) (eV) = 7.05 / 7.18
- total charge = +1
- <S²> = 2.065
- electronic energy (hartree) = -3078.141632

Structure (XYZ):
```
40
Properties=species:S:1:pos:R:3:forces:R:3:mulliken_spin:R:1
H 2.080 5.699 0.000 0.0004 -0.0024 0.0000 -0.001
C 2.834 2.386 0.000 -0.0353 0.1087 0.0003 -0.014
C -3.539 -0.565 0.000 -0.0034 0.1641 0.0000 0.011
H 4.145 0.371 1.627 -0.0115 0.0177 -0.0359 0.001
H 4.181 -1.385 1.707 0.0022 -0.0020 -0.0198 0.000
C 1.924 4.630 0.000 -0.0280 0.0499 0.0001 -0.027
H -1.938 -3.609 0.000 -0.1419 -0.0172 0.0000 0.000
H 2.844 -0.501 2.430 0.0131 -0.0051 0.0029 -0.001
C 3.525 -0.521 -1.575 -0.0654 -0.0451 -0.0278 -0.001
H 1.293 -2.739 0.887 0.0007 0.0244 0.0146 0.001
F -0.751 2.178 0.000 -0.0719 -0.1842 -0.0001 0.009
H -6.931 -0.537 0.000 -0.0047 -0.0097 0.0000 0.000
Cl -5.122 1.625 0.000 0.0298 0.0418 0.0000 -0.001
O -1.007 -1.851 0.000 -0.1631 -0.3550 0.0000 -0.017
H 4.145 0.371 -1.627 -0.0115 0.0177 0.0358 0.001
O -2.530 0.262 0.000 0.4069 -0.1458 -0.0002 -0.046
C -3.366 -1.973 0.000 -0.0793 -0.1525 0.0004 0.002
C 1.868 -2.477 0.000 0.0879 -0.0009 0.0000 0.008
C 0.629 4.123 0.000 0.0205 -0.0794 0.0001 0.011
C -4.479 -2.853 0.000 0.0087 0.0656 -0.0004 0.009
Cl -7.124 -3.354 0.000 -0.0005 -0.0196 0.0000 -0.001
H 1.293 -2.739 -0.887 0.0007 0.0244 -0.0146 0.001
V -0.637 -0.004 0.000 0.3205 0.6383 0.0002 2.079
C -4.861 -0.070 0.000 -0.0737 -0.1546 0.0002 -0.002
Si 2.550 -0.743 0.000 -0.0127 0.0311 0.0000 0.008
H 4.181 -1.385 -1.707 0.0022 -0.0021 0.0198 0.000
N 1.184 0.467 0.000 -0.2034 0.1605 0.0000 -0.135
H 3.704 1.750 0.000 -0.0016 -0.0180 0.0000 0.000
H 2.765 -3.105 0.000 -0.0396 -0.0435 0.0000 0.001
C 1.549 1.844 0.000 -0.1521 -0.2844 -0.0005 0.037
C 0.513 2.761 0.000 0.0529 0.1236 0.0001 -0.027
H 2.844 -0.501 -2.430 0.0132 -0.0051 -0.0030 -0.001
H -4.319 -3.923 0.000 -0.0150 -0.0078 0.0000 0.000
H 4.010 4.166 0.000 0.0017 -0.0057 0.0000 0.000
C -5.926 -0.937 0.000 0.0213 0.0614 -0.0002 0.015
H -0.249 4.753 0.000 0.0023 0.0099 0.0000 0.000
C 3.006 3.764 0.000 0.0206 -0.0263 -0.0002 0.013
C 3.525 -0.521 1.575 -0.0654 -0.0452 0.0279 -0.001
C -5.738 -2.332 0.000 0.0194 -0.0135 0.0002 -0.006
C -2.075 -2.526 0.000 0.1550 0.0859 -0.0001 0.074
```
Positions in Å, forces in eV/Å.